Below is C12H16HoN3O4P as an isolated structure at a distorted geometry, with properties calculated with ωB97M-V/def2-TZVPD.

Geometry as XYZ:
```
37
Properties=species:S:1:pos:R:3:forces:R:3
Ho 0.04769 -0.23497 -3.40238 0.12 -0.33 -0.13
O 0.03674 2.60695 -1.32486 0.03 -3.71 -2.45
C 0.04878 1.64578 -1.97098 0.07 5.75 3.29
C -0.11308 -2.10212 -1.96019 -0.44 -6.41 3.27
O -0.19055 -3.09895 -1.37019 0.32 4.30 -2.41
C 2.01901 -0.15330 -2.05605 6.02 0.35 3.42
O 2.97637 -0.06293 -1.40689 -4.13 -0.40 -2.77
C -1.95909 0.00213 -2.13486 -5.89 0.73 3.24
O -2.91819 0.17318 -1.50650 4.04 -0.72 -2.63
C 0.03271 0.77995 -5.64636 -0.14 -2.12 -2.66
H -0.85844 1.41957 -5.76143 0.16 -0.45 0.40
H 0.98394 1.33029 -5.74874 -0.20 -0.43 0.41
C -0.03443 -0.61119 -5.76510 0.06 2.74 -2.34
H 0.86516 -1.22236 -5.94917 -0.15 0.33 0.39
H -0.98523 -1.13143 -5.96281 0.18 0.31 0.37
C 1.21092 -0.45776 3.41591 -0.03 -0.29 0.10
N 1.17044 0.87082 2.78038 -1.46 -0.88 -0.81
C -0.09744 1.53368 3.14327 0.14 1.53 0.88
N -1.26667 0.72804 2.75216 2.41 -1.51 -1.40
C -1.17149 -0.60925 3.38183 -0.66 -0.69 0.71
N 0.07166 -1.32287 3.02656 0.00 1.12 -0.83
C 0.11709 -1.70659 1.61154 -0.18 0.13 -0.12
P 0.04611 -0.21111 0.45472 0.14 -0.07 1.24
C 1.39010 0.79946 1.33904 -0.08 0.24 -0.08
C -1.44084 0.63844 1.30981 -0.47 0.36 0.04
H 1.14976 -0.31477 4.50520 0.27 -0.11 -0.35
H 2.14185 -0.95417 3.11435 -0.17 0.11 0.34
H -0.15631 2.49810 2.62527 0.04 -0.10 0.38
H -0.11196 1.63850 4.24091 -0.05 0.20 -0.52
H -2.03211 -1.20285 3.04558 0.18 0.14 0.34
H -1.16861 -0.47102 4.47389 -0.21 -0.09 -0.40
H 1.04724 -2.24854 1.38627 -0.20 0.07 0.19
H -0.72198 -2.36984 1.35923 0.20 0.07 0.22
H 1.41773 1.80268 0.89047 0.04 -0.15 0.31
H 2.36373 0.32176 1.15153 -0.27 0.07 0.04
H -2.34758 0.05600 1.08384 0.29 0.08 0.12
H -1.56301 1.64066 0.87479 0.06 -0.15 0.22
```
Forces are in eV/Å.

As for the spin multiplicity: 5. The value obtained for the orbital gap (spin up / spin down) is 6.747 / 5.503 eV. Its net charge is +3. The value obtained for the total energy is -60416.1950 eV. The value obtained for the LUMO energy (spin up / spin down) is -12.067 / -12.898 eV. Its expectation value of S² is 6.0333. The maximum force comes out at 7.21 eV/A.